No. 1
{"formula": "C3H5BrIN", "method": "the ωB97M-V functional and the def2-TZVPD basis", "e_tot_ha": -3043.605544, "homo_lumo_gap_ev": [8.85, 6.14], "lumo_ev": [0.1234, -1.4072], "fmax_ha_per_bohr": 0.0714, "elements": ["C", "C", "C", "N", "Br", "I", "H", "H", "H", "H", "H"], "xyz": [[-0.04672, 1.37777, -0.96788], [0.43065, -1.03161, 1.14234], [-0.60083, -1.31203, 0.17221], [0.08398, 1.62917, -2.14644], [0.65168, 2.43574, 0.51795], [-2.53005, -1.07832, 0.71040], [0.42235, -1.53863, 2.09670], [1.33208, -1.43707, 0.83305], [0.42082, 0.07467, 1.19734], [-0.41879, -1.52137, -0.85467], [0.25483, 2.40169, -2.70099]], "forces_ev_per_angstrom": [[0.6, 0.2, -1.9], [-0.4, 0.8, 0.6], [-0.6, -0.1, -0.3], [-1.3, -2.5, 2.4], [0.0, 0.4, 0.5], [-0.8, 0.0, 0.1], [-1.2, 0.3, 0.7], [2.2, -0.1, -1.4], [0.7, -0.7, 0.8], [0.1, -0.2, -0.5], [0.7, 1.8, -1.1]]}


No. 2
{"formula": "C3H5BrN2", "method": "the ωB97M-V functional and the def2-TZVPD basis", "e_tot_ha": -2800.594331, "homo_lumo_gap_ev": [4.67, 4.67], "lumo_ev": [-2.9055, -2.9037], "fmax_ha_per_bohr": 0.1257, "elements": ["C", "C", "C", "N", "N", "Br", "H", "H", "H", "H", "H"], "xyz": [[-0.05928, 0.73230, -0.13078], [-0.25520, -0.29574, 0.46105], [-0.17734, 2.08482, -0.60844], [1.16858, -1.45230, -0.57538], [0.26242, -1.47401, 0.32543], [-2.30648, -2.05587, 2.33633], [-0.44632, 2.10085, -1.58601], [-0.73053, 2.69595, 0.18734], [0.82767, 2.36934, -0.65188], [1.68968, -2.27282, -0.66757], [0.02680, -2.43251, 0.90991]], "forces_ev_per_angstrom": [[-2.0, 2.4, 0.3], [-1.9, 1.2, 1.2], [0.2, -0.3, 4.0], [-1.4, 0.8, 0.9], [3.5, -5.3, -1.0], [0.8, 0.0, -0.6], [-1.7, 0.3, -2.8], [0.5, -0.7, -1.6], [1.8, 1.3, 0.2], [0.6, -2.5, 0.3], [-0.4, 2.8, -0.8]]}


No. 3
{"formula": "C3H5BrN3", "method": "the ωB97M-V functional and the def2-TZVPD basis", "e_tot_ha": -2855.270129, "homo_lumo_gap_ev": 9.29, "total_charge": 1, "lumo_ev": -4.5989, "fmax_ha_per_bohr": 0.1212, "elements": ["C", "C", "C", "N", "N", "N", "Br", "H", "H", "H", "H", "H"], "xyz": [[0.62791, 0.59104, 2.10424], [1.66618, -0.18800, 1.67241], [0.20824, -0.01483, 0.06255], [1.36730, -0.56356, 0.37899], [-0.27579, 0.66619, 1.07545], [-0.76012, -0.55258, -1.59585], [3.23321, -0.73907, 2.51099], [0.48376, 1.07536, 3.04744], [1.94117, -1.15943, -0.20540], [-1.16046, 1.15750, 1.10383], [-0.01574, -1.03430, -2.10126], [-0.91818, 0.35762, -2.02214]], "forces_ev_per_angstrom": [[1.1, -0.5, 0.5], [-0.1, 0.3, 0.8], [-2.6, -1.8, -5.4], [-0.2, 0.3, 0.2], [0.0, 0.0, -0.3], [1.7, 1.1, 4.4], [-0.4, 0.2, -0.2], [0.0, 0.1, 0.2], [-0.1, 0.1, 0.0], [0.1, -0.1, -0.1], [0.2, 0.3, 0.0], [0.3, 0.2, -0.1]]}


No. 4
{"formula": "C3H5BrO", "method": "the ωB97M-V functional and the def2-TZVPD basis", "e_tot_ha": -2766.465511, "homo_lumo_gap_ev": 8.90, "lumo_ev": 0.3752, "fmax_ha_per_bohr": 0.0689, "elements": ["C", "C", "C", "O", "Br", "H", "H", "H", "H", "H"], "xyz": [[-0.00976, 1.01059, -0.01708], [1.24452, -0.83885, -0.07634], [-1.31358, 0.28573, 0.04503], [0.07942, 2.21813, -0.00859], [3.08791, -0.44106, 0.01708], [0.88200, -1.34883, 0.79919], [0.94939, -1.23309, -1.03330], [-2.11504, 0.91806, -0.33985], [-1.51182, 0.08778, 1.09779], [-1.29304, -0.65846, -0.48392]], "forces_ev_per_angstrom": [[0.1, 0.3, -0.1], [-0.9, 3.4, 0.1], [-0.4, 0.3, 0.0], [1.1, -3.4, -0.1], [0.1, -0.1, 0.0], [-0.1, -0.1, 0.1], [0.0, -0.1, -0.1], [0.0, 0.0, 0.0], [0.0, -0.1, 0.1], [0.1, -0.1, -0.1]]}